Entry 1:
71
Properties=species:S:1:pos:R:3 method="wB97M-V/def2-TZVPD" relative_energy_kj_mol=0.0 spin_multiplicity=1 total_charge=-2 lumo_ev=3.90 e_homo_ev=-0.7929
Zn 0.07683 -0.33519 -1.05845
C 0.61405 3.00901 1.92741
C -0.84935 2.56173 1.91980
C -1.44728 2.66522 0.51646
C -1.11866 1.19673 2.54241
C -2.11019 1.21702 3.51972
C -2.49063 0.08678 4.21412
C -1.84252 -1.09457 3.92713
C -0.84964 -1.18587 2.95325
C -0.23448 -2.58393 2.88007
C 0.92846 -2.72267 3.87360
C 0.17615 -3.07958 1.50334
C -0.48010 -0.03085 2.20643
N 0.48137 -0.10339 1.17033
C 1.77932 -0.07088 1.50888
C 2.28211 0.15827 2.82286
C 3.63253 0.18359 3.11331
C 4.58977 -0.00444 2.12409
C 4.14494 -0.21951 0.82164
C 2.80239 -0.25333 0.54840
F 2.43618 -0.49059 -0.74512
H 0.67380 4.05093 1.60093
H 1.20957 2.40894 1.24567
H 1.04089 2.93200 2.93028
H -1.39240 3.27743 2.54884
H -0.82465 2.13669 -0.19523
H -1.50947 3.71270 0.20986
H -2.44620 2.22661 0.48572
H -2.60194 2.15830 3.74350
H -3.26957 0.12867 4.96725
H -2.10614 -1.98982 4.48273
H -1.02857 -3.25785 3.22185
H 1.76301 -2.09716 3.56539
H 1.27017 -3.76193 3.90655
H 0.62127 -2.42308 4.87973
H 1.12245 -2.65510 1.17799
H -0.58606 -2.81435 0.77710
H 0.28106 -4.16848 1.51165
H 1.56302 0.33752 3.61171
H 3.95079 0.35027 4.13795
H 5.64838 0.01685 2.34963
H 4.84302 -0.36859 0.00679
Br 1.22370 4.72956 -1.14640
C 0.95825 3.71362 -2.73623
C 0.91794 4.39185 -3.94783
C 0.75168 3.69562 -5.11423
Br 0.73099 4.68191 -6.76187
C 0.63649 2.29197 -5.12461
C 0.49720 1.49572 -6.27882
C 0.45834 0.13432 -6.15721
C 0.52039 -0.44084 -4.87815
N 0.61260 0.27683 -3.78637
C 0.68114 1.61085 -3.87360
C 0.82080 2.31412 -2.60015
O 0.84974 1.72968 -1.47970
H 1.01628 5.46827 -3.96459
H 0.42393 1.97303 -7.24753
H 0.37129 -0.50010 -7.03017
H 0.47117 -1.51356 -4.73565
C -4.07306 -2.22337 -1.13137
C -2.61560 -1.89300 -1.40857
S -2.27269 -0.16291 -1.41627
C -1.71350 -2.87212 -1.60276
C -2.10786 -4.33205 -1.52144
S 0.01698 -2.64697 -1.84078
H -4.63590 -1.29843 -1.02732
H -4.18141 -2.80131 -0.20790
H -4.51794 -2.80059 -1.94936
H -3.15261 -4.49464 -1.79784
H -1.95835 -4.71076 -0.50329
H -1.47367 -4.92081 -2.18557

Entry 2:
81
Properties=species:S:1:pos:R:3 method="wB97M-V/def2-TZVPD" spin_multiplicity=1 total_charge=0 lumo_ev=0.29 e_homo_ev=-10.2531
C 6.13142 -1.13190 -0.81191
C 4.78606 -1.04459 -0.05005
C 3.84593 -0.05261 -0.73187
Br 3.61214 -0.59967 -2.60887
O 2.61005 -0.09263 -0.05556
C 2.14173 1.11709 0.30064
O 2.76839 1.98101 0.75490
O 0.82598 1.26086 0.10845
C 0.07336 0.03531 0.23197
C -1.40935 0.33151 0.51789
C -2.36143 -0.42987 -0.42843
C -2.94832 -1.66115 0.28221
S -3.75207 -2.78654 -0.88900
O -2.88842 -3.82471 -1.29154
O -4.93854 -3.24202 -0.26768
Cl -4.28643 -1.64141 -2.51311
H 6.05652 -1.91561 -1.55191
H 6.97902 -1.29272 -0.15742
H 6.25884 -0.19034 -1.34160
H 4.92363 -0.74382 0.98270
H 4.28961 -2.00995 -0.11336
H 4.28993 0.93391 -0.76278
H 0.13530 -0.48071 -0.72292
H 0.44389 -0.59889 1.02934
H -1.62426 1.39319 0.55090
H -1.62385 -0.04264 1.51864
H -3.15434 0.24453 -0.73301
H -1.84006 -0.78470 -1.31520
H -3.64050 -1.36053 1.05833
H -2.12273 -2.22349 0.70926
C -9.05913 -2.40963 -2.27588
O -8.43896 -1.19399 -1.85281
P -8.83047 -0.52437 -0.46719
O -7.93356 0.56839 -0.10951
O -8.85358 -1.71985 0.56764
C -7.57574 -2.32024 0.81950
O -10.37095 -0.18458 -0.59547
C -10.78385 1.17823 -0.72898
H -8.27501 -3.10442 -2.57341
H -9.65228 -2.86887 -1.48555
H -9.69976 -2.20798 -3.13312
H -6.76125 -1.66802 0.51240
H -7.50563 -3.25926 0.27409
H -7.49117 -2.51849 1.88549
H -11.10252 1.35920 -1.75480
H -9.98800 1.87366 -0.46878
H -11.62630 1.34614 -0.06044
C 12.14508 -1.90192 1.94943
O 11.09284 -1.82563 0.98598
P 11.41848 -1.58452 -0.55177
O 10.25718 -1.74956 -1.41895
O 12.62892 -2.56202 -0.86084
C 12.38261 -3.96813 -0.76365
O 12.13479 -0.17604 -0.59622
C 11.44329 0.94856 -1.14968
H 11.99259 -2.79826 2.54908
H 13.12939 -1.95440 1.48486
H 12.10270 -1.02933 2.59921
H 11.31649 -4.19401 -0.79245
H 12.80640 -4.34026 0.16988
H 12.87326 -4.45948 -1.59979
H 11.13676 1.61434 -0.34389
H 10.56972 0.64757 -1.72465
H 12.12846 1.47905 -1.80798
C -3.50209 5.41367 2.55677
O -3.36675 4.00812 2.34200
P -4.16152 3.28954 1.16672
O -3.73714 1.90725 0.95843
O -3.97402 4.24356 -0.08800
C -2.64913 4.41001 -0.60023
O -5.68619 3.52404 1.49965
C -6.48758 2.41953 1.94849
H -2.50418 5.84418 2.62973
H -4.03831 5.90695 1.74645
H -4.03177 5.58576 3.49232
H -1.98057 3.61977 -0.25730
H -2.26050 5.37646 -0.27712
H -2.69702 4.38937 -1.68607
H -6.68260 2.52459 3.01623
H -6.00309 1.46534 1.76045
H -7.42983 2.43311 1.41073

Entry 3:
152
Properties=species:S:1:pos:R:3 method="wB97M-V/def2-TZVPD" spin_multiplicity=1 total_charge=0 lumo_ev=0.56 e_homo_ev=-9.1541
C -2.88239 3.92977 5.99177
O -2.99268 3.42955 4.66498
C -3.07908 2.00146 4.57334
C -2.86582 1.56918 3.11408
C -3.24408 0.16310 3.00124
N -1.58197 1.85750 2.60776
H -3.85346 3.62333 6.53623
H -2.74418 4.99964 6.00840
H -2.05454 3.42543 6.50540
H -2.26049 1.52422 5.17789
H -4.02525 1.65623 4.93414
H -3.64127 2.11387 2.55256
H -4.18208 -0.07191 3.43581
H -2.46717 -0.53562 3.45224
H -3.24398 -0.01103 1.94534
H -0.85317 1.88439 3.34354
H -1.53497 2.87987 2.29886
C 5.04935 3.68350 3.74800
O 3.73744 3.27977 3.46803
C 3.10518 2.78935 4.62248
C 1.60427 2.96181 4.47769
C 0.98227 4.34460 4.62442
N 0.85590 2.01416 5.34459
H 5.57889 2.87679 4.33313
H 5.08962 4.56055 4.42133
H 5.58006 3.72767 2.78579
H 3.34051 1.74683 4.93101
H 3.46556 3.28843 5.51006
H 1.45757 2.73086 3.43062
H 1.52713 5.14009 4.08251
H 1.02671 4.67968 5.68038
H -0.05458 4.27633 4.27391
H 0.85287 2.42045 6.32186
H 1.27668 1.13313 5.35475
C -4.64698 -0.40278 -1.82100
O -4.92296 0.99895 -1.94359
C -3.77416 1.82585 -2.03982
C -4.16673 3.17364 -2.59532
C -4.51471 3.12556 -4.04387
N -3.01744 4.05985 -2.41412
H -4.20759 -0.84539 -2.68746
H -5.55066 -0.93810 -1.50747
H -3.77323 -0.60168 -1.15090
H -3.32465 2.01340 -1.05472
H -2.94981 1.37867 -2.68868
H -5.08282 3.49607 -2.02033
H -4.63106 4.16500 -4.35867
H -5.41668 2.56848 -4.31184
H -3.68471 2.69348 -4.65391
H -3.24682 4.91547 -2.86458
H -2.81995 4.20575 -1.42229
C 1.26491 -5.67170 -4.93971
O 0.70421 -4.38654 -4.87549
C -0.74427 -4.43485 -4.88392
C -1.31108 -3.04259 -4.64507
C -0.68207 -2.50185 -3.39799
N -2.79286 -3.20968 -4.40331
H 2.22098 -5.62929 -5.48320
H 0.66331 -6.37812 -5.56572
H 1.25544 -6.08302 -3.93994
H -1.12094 -4.86621 -5.79523
H -1.06908 -5.10496 -4.04979
H -1.19129 -2.42016 -5.48425
H -0.99108 -3.13670 -2.60184
H -1.01017 -1.51786 -3.29049
H 0.38285 -2.49294 -3.46490
H -3.19884 -2.29808 -4.37002
H -2.91376 -3.43579 -3.46238
C -3.69298 -5.61474 -2.17017
O -3.38009 -4.27753 -1.79784
C -2.63830 -4.27861 -0.61688
C -3.44824 -4.63814 0.64474
C -4.65945 -3.50980 0.72351
N -2.52178 -4.80164 1.76092
H -4.32921 -5.63748 -3.07867
H -4.28069 -6.03403 -1.37749
H -2.74008 -6.17767 -2.30990
H -1.85693 -5.04936 -0.67324
H -2.30310 -3.24061 -0.52972
H -3.89220 -5.61708 0.39671
H -5.20784 -3.63354 1.63314
H -5.36063 -3.76004 -0.10686
H -4.25774 -2.55203 0.57273
H -2.05067 -3.89908 1.90982
H -2.98319 -4.98310 2.62564
C 1.87351 1.90117 -4.08403
O 2.31993 0.67527 -3.70304
C 2.39331 -0.20909 -4.76627
C 3.39809 -1.26157 -4.33850
C 4.78090 -0.63804 -4.36607
N 3.37002 -2.50428 -5.17877
H 2.60507 2.50777 -4.64299
H 1.54425 2.49487 -3.20131
H 1.00455 1.77125 -4.77150
H 1.46003 -0.66704 -4.93370
H 2.70146 0.32020 -5.68403
H 3.19131 -1.55047 -3.29489
H 4.91122 0.33535 -3.95260
H 5.25382 -0.69776 -5.35955
H 5.39169 -1.30804 -3.72226
H 4.13971 -3.10570 -4.92725
H 2.48655 -2.99318 -5.06374
C 6.12734 -2.86281 1.54019
O 5.22529 -1.75053 1.58715
C 4.15197 -1.83076 0.65204
C 3.53572 -0.48444 0.20819
C 4.48095 0.09092 -0.91588
N 3.38089 0.44012 1.35592
H 5.71251 -3.90644 1.60825
H 6.72613 -2.66577 2.40917
H 6.74011 -2.80815 0.59777
H 4.56059 -2.30245 -0.24896
H 3.32536 -2.41233 1.09571
H 2.60093 -0.78278 -0.14600
H 4.02765 0.93282 -1.39206
H 4.67599 -0.71434 -1.56830
H 5.43935 0.42429 -0.45488
H 3.09957 1.37370 1.04817
H 4.24358 0.62275 1.79616
C 0.32752 -1.95795 2.28581
C 0.69855 -1.39440 3.62139
C 0.55567 -2.40947 4.73690
O 2.08601 -0.93040 3.71401
H 0.71269 -1.37238 1.42782
H -0.74097 -2.13347 2.01439
H 0.84012 -2.86736 2.07767
H 0.02015 -0.55742 3.88567
H 0.71301 -1.91565 5.74624
H 1.21999 -3.19625 4.53501
H -0.45790 -2.74076 4.75163
H 2.39450 -0.36684 2.97378
C 0.10512 6.12931 1.08009
C 1.15778 5.25418 0.39637
C 0.71400 3.84672 0.25259
O 1.31121 5.84906 -0.93341
H 0.49918 7.15880 1.23302
H -0.28140 5.74161 2.00751
H -0.69445 6.22087 0.36754
H 2.01993 5.40406 1.00342
H 1.37023 3.22377 -0.39002
H -0.23469 3.88956 -0.18924
H 0.58982 3.24525 1.17476
H 1.78400 5.21141 -1.46103
C 0.15049 0.77088 -1.09461
C -0.92992 -0.27828 -0.79147
O -1.88920 0.18401 0.18877
H 0.68369 1.06877 -0.14676
H -0.23521 1.71262 -1.54270
H 0.86606 0.29544 -1.77007
H -0.45377 -1.20436 -0.47127
H -1.56701 -0.58527 -1.63918
H -1.31550 0.65909 0.84452

Entry 4:
55
Properties=species:S:1:pos:R:3 method="wB97M-V/def2-TZVPD" relative_energy_kj_mol=43.8 spin_multiplicity=6 total_charge=0 lumo_ev="-0.74 / -1.47" s_squared=8.775 e_homo_ev="-7.1738 / -7.6839"
Fe 0.10981 -0.61496 0.07523
Br 0.52355 5.70981 3.87752
C 0.44363 3.91020 3.27244
C 1.42006 3.00283 3.69824
C 1.37458 1.70202 3.27019
C 0.37719 1.23935 2.37151
O 0.38613 0.01139 1.98048
C -0.60613 2.18992 1.94999
C -1.64286 1.85217 1.02866
N -1.68906 0.75246 0.36262
C -2.76486 0.42512 -0.45900
C -3.70104 1.30553 -0.95668
C -4.76708 0.86267 -1.75376
C -4.92097 -0.46333 -2.04194
C -3.99007 -1.40162 -1.54787
C -4.12265 -2.78680 -1.77482
C -3.19874 -3.64256 -1.24811
C -2.11286 -3.10613 -0.53914
N -1.94139 -1.82300 -0.31733
C -2.88455 -0.95744 -0.78290
C -0.55789 3.51038 2.43245
H 2.20243 3.33521 4.36748
H 2.11390 0.98156 3.59717
H -2.43462 2.59945 0.92729
H -3.61199 2.36316 -0.74934
H -5.47498 1.58794 -2.13269
H -5.74823 -0.81331 -2.64614
H -4.96781 -3.14701 -2.34812
H -3.28906 -4.71303 -1.36472
H -1.36302 -3.77463 -0.13657
H -1.30712 4.22258 2.10777
C 5.36999 0.29848 0.59714
Se 3.98246 -0.87764 1.27871
C 3.93329 -2.03797 -0.30224
C 3.13573 -3.30667 -0.09864
Se 1.17119 -3.16336 0.10512
C 1.03763 -3.16651 2.05281
H 5.09642 0.61911 -0.40467
H 6.32601 -0.21962 0.59654
H 5.40937 1.16559 1.25147
H 4.97317 -2.29496 -0.50823
H 3.53397 -1.44503 -1.12843
H 3.49325 -3.85515 0.77220
H 3.24631 -3.93925 -0.97850
H 1.41932 -4.10825 2.43773
H -0.01673 -3.05110 2.29478
H 1.58748 -2.32016 2.45443
O 0.44295 4.33597 -5.07564
C 0.48984 3.44952 -4.27277
S 1.15701 3.63666 -2.63815
C 0.88667 1.99120 -2.10601
C 0.27179 1.12577 -3.01037
S -0.08941 -0.48525 -2.67994
S -0.11176 1.80540 -4.58201
S 1.39977 1.52328 -0.57521

Entry 5:
106
Properties=species:S:1:pos:R:3 method="wB97M-V/def2-TZVPD" relative_energy_kj_mol=0.0 spin_multiplicity=1 total_charge=0 lumo_ev=0.40 e_homo_ev=-9.4850
C -3.33103 -4.48345 -3.48304
C -3.06262 -3.52802 -2.31161
C -3.94292 -3.87352 -1.13676
O -1.66419 -3.70152 -2.01475
H -3.34005 -5.56339 -3.12334
H -2.56001 -4.40866 -4.26419
H -4.31354 -4.36151 -3.96028
H -3.24713 -2.46773 -2.56359
H -3.66009 -4.78014 -0.63508
H -5.02972 -3.87268 -1.35670
H -3.85043 -3.07431 -0.40984
H -1.43998 -3.08476 -1.25898
C -1.69574 3.23684 -1.77331
C -2.51875 4.57540 -1.83085
C -1.72869 5.65508 -2.57246
O -3.68483 4.36861 -2.68086
H -0.81012 3.53434 -1.22114
H -1.30792 2.88253 -2.70206
H -2.16110 2.36656 -1.26452
H -2.82434 4.91245 -0.88680
H -1.54723 5.33217 -3.60610
H -0.77794 5.87122 -2.08795
H -2.32159 6.58060 -2.57154
H -4.26305 3.77326 -2.22343
C -4.73576 -1.63562 2.07795
C -4.79618 -0.15516 2.33763
C -5.24779 0.33142 3.70986
O -3.43426 0.34337 2.25452
H -5.77153 -2.04654 2.11800
H -4.07938 -2.12958 2.72731
H -4.41102 -1.79755 1.01767
H -5.45347 0.28663 1.55347
H -5.14448 1.40116 3.80334
H -4.67831 -0.16428 4.49283
H -6.29850 0.09463 3.99118
H -3.00193 -0.32215 1.74343
O 2.42732 -3.03881 3.95922
C 1.52115 -1.98723 3.75790
C 0.20494 -2.48880 3.11805
O 0.34698 -3.19379 1.83421
H 3.11375 -2.93605 3.29412
H 1.30427 -1.44669 4.67039
H 1.94934 -1.21019 3.04444
H -0.40442 -1.57745 2.87998
H -0.32958 -3.14875 3.81595
H 1.26580 -3.42426 1.66166
O 5.88778 1.43068 2.89741
C 5.06265 2.44180 2.31061
C 3.58352 2.14703 2.61185
O 2.91585 1.29119 1.66281
H 6.76702 1.79815 2.86034
H 5.29730 3.40617 2.80308
H 5.38239 2.47596 1.25654
H 3.07593 3.07527 2.50487
H 3.47420 1.74535 3.61942
H 3.33018 0.40854 1.69353
O 1.41080 2.95112 -0.12049
C 2.20976 3.42623 -1.21864
C 2.42071 2.35708 -2.27684
O 3.14722 1.25849 -1.79478
H 1.96569 2.50760 0.51114
H 1.63126 4.24048 -1.75386
H 3.13921 3.83105 -0.84768
H 2.85395 2.83164 -3.10542
H 1.38081 2.15777 -2.54468
H 2.55658 0.47605 -1.74804
O -0.99158 1.10589 3.34722
C -0.47487 2.44184 3.35315
C -0.71636 3.37774 2.18957
O 0.37791 4.29785 2.12086
H -1.96872 1.10769 3.29820
H -0.73441 2.96935 4.25109
H 0.57778 2.24115 3.39780
H -1.63852 3.95401 2.32808
H -0.72216 2.77611 1.25044
H 0.78088 4.13020 1.24693
O 3.12677 -2.97358 0.83049
C 3.83785 -1.93440 0.19879
C 5.00608 -1.47229 1.02353
O 4.43583 -0.98193 2.21664
H 2.93579 -3.58667 0.11655
H 4.28788 -2.29401 -0.73917
H 3.17506 -1.12967 -0.04391
H 5.53482 -0.72385 0.45683
H 5.58915 -2.32224 1.19248
H 4.92906 -0.24716 2.63598
O -1.02092 -1.64207 0.03847
C -0.67513 -0.26158 -0.18232
C -0.12528 0.09369 -1.53379
O 1.16432 -0.47415 -1.74574
H -0.34705 -2.09494 0.56930
H -1.58404 0.35630 -0.09725
H -0.03362 0.01687 0.64211
H 0.04124 1.15155 -1.53505
H -0.79440 -0.20053 -2.34327
H 0.91783 -1.33727 -2.10433
O 0.58578 -2.66342 -3.15422
C 0.59570 -2.09441 -4.50060
C 1.35020 -2.94684 -5.52588
O 0.79322 -4.26141 -5.59811
H -0.27351 -3.04166 -2.96973
H -0.34480 -1.81886 -4.88063
H 1.12184 -1.14596 -4.42980
H 2.41928 -3.02412 -5.29470
H 1.30539 -2.58223 -6.54998
H 0.79893 -4.66633 -4.72121

Number 1: E_tot -250572.9193 eV. Number 2: E_tot -174374.5099 eV. Number 3: E_tot -69837.2536 eV. Number 4: E_tot -309715.5291 eV. Number 5: E_tot -59725.6932 eV.